{
  "formula": "C4H9N4O3",
  "method": "ωB97M-V/def2-TZVPD",
  "e_above_lowest_kj_mol": 440.6,
  "e_homo_ev": [-11.9, -12.6],
  "charge": 1,
  "e_lumo_ev": [-4.04, -4.50],
  "species": ["O", "O", "O", "N", "N", "N", "N", "C", "C", "C", "C", "H", "H", "H", "H", "H", "H", "H", "H", "H"],
  "xyz": [[-2.7686, -0.8692, -0.5247], [0.5829, 0.6011, -2.0004], [1.6154, 2.4406, -0.2806], [-1.4840, 0.8838, -1.0219], [-0.8395, -2.2971, 0.6278], [1.4465, -0.3227, 1.6740], [0.3169, 2.0205, -0.1020], [-1.5987, -0.2875, -0.4219], [-0.2179, 1.5249, -1.3282], [-0.5797, -0.9314, 0.3521], [0.5119, -0.2709, 0.7808], [-2.8075, -1.6848, 0.0094], [1.4836, 0.9493, -2.0483], [-2.3064, 1.1982, -1.5224], [1.3337, -0.7749, 2.5765], [2.2605, 0.2684, 1.5627], [-0.4494, 2.3837, -1.9917], [-0.2257, -2.6931, 1.3269], [-0.8392, -2.8885, -0.1967], [1.7848, 3.0816, 0.4276]],
  "nbo_charge": [-0.6028, -0.7030, -0.5507, -0.5359, -0.8284, -0.7629, -0.0781, 0.6819, 0.3153, -0.1648, 0.4178, 0.5342, 0.4991, 0.4419, 0.4179, 0.4257, 0.1986, 0.3962, 0.3934, 0.5047]
}